DFT (ωB97M-V/def2-TZVPD) results for a 3-piece molecular cluster, C5H13O3 overall at a distorted geometry.

Results
Total charge   -1
Maximum force   0.0352 hartree/bohr
M   121.16 g/mol
LUMO   3.809 eV
HOMO-LUMO gap   7.89 eV

Structure (XYZ):
```
21
Properties=species:S:1:pos:R:3:forces:R:3:lowdin_charge:R:1
C -1.425002 -0.825440 0.780489 1.702 -0.403 0.381 -0.255
O -0.535325 -0.071861 1.618397 -0.763 0.282 -0.239 -0.101
C -1.009639 -0.705979 -0.685142 0.785 -0.220 0.578 -0.191
C 0.466940 -1.058801 -1.003596 -0.186 -0.626 0.364 -0.202
C 1.538849 -0.475376 -0.097806 -0.940 -0.566 -1.163 -0.178
C 2.310435 -1.309892 0.570993 1.718 0.150 0.557 -0.038
H -2.455239 -0.499049 0.940151 -0.079 -0.276 -0.095 0.108
H -1.217994 -1.852836 1.117164 -0.663 0.023 0.008 0.109
H -1.577030 -1.390753 -1.315660 -0.545 0.337 -0.080 0.102
H -1.163612 0.335807 -0.881250 -0.233 0.554 -0.785 0.063
H 0.607901 -0.843241 -2.070478 0.225 0.332 0.164 0.101
H 0.581078 -2.151020 -0.932535 -0.099 0.048 -0.012 0.092
H 1.580702 0.607211 -0.085683 0.117 0.016 0.612 0.080
H 2.376426 -2.383876 0.428851 -0.752 -0.062 -0.136 0.041
H 3.099416 -0.990211 1.255788 -0.248 0.366 -0.147 0.042
H -0.327276 2.650866 0.060440 0.051 -0.105 0.438 -0.059
H 1.060096 2.937739 -0.507345 0.201 0.065 0.363 -0.006
O 0.686388 2.769464 0.369994 -0.225 -0.007 -0.865 -0.211
H -2.217527 1.875722 -0.734689 0.109 0.128 -0.036 -0.116
H -0.644064 0.865742 1.376495 0.013 0.004 -0.078 0.063
O -1.735525 2.515786 -0.204588 -0.185 -0.041 0.172 -0.445
```
Positions in Å, forces in eV/Å.



DFT (ωB97M-V/def2-TZVPD) results for a 2-piece molecular cluster, C5H13O3 overall at a distorted geometry.

Results
Total charge   -1
Maximum force   0.0543 hartree/bohr
M   121.16 g/mol
LUMO   3.481 eV
HOMO-LUMO gap   6.16 eV

Structure (XYZ):
```
21
Properties=species:S:1:pos:R:3:forces:R:3:lowdin_charge:R:1
C -1.469721 -0.928372 1.098872 0.453 -1.501 -1.252 -0.524
O -2.428422 -1.827121 1.185962 -0.353 -0.198 0.301 -0.343
C -0.432607 -1.293417 -0.083511 0.694 0.926 -0.071 -0.189
C 0.777732 -0.345145 -0.212913 0.225 1.232 0.248 -0.232
C 0.404306 1.135217 -0.601137 -2.110 -1.258 1.331 -0.188
C -0.021470 1.282741 -2.038237 0.327 0.107 -0.578 -0.270
O 1.059401 1.305897 -2.970461 0.231 0.753 -0.648 -0.094
H -1.868018 0.092930 0.884686 0.455 0.249 0.379 0.084
H -0.803863 -0.910846 2.062516 -0.814 0.018 -0.961 0.075
H -0.016876 -2.303674 0.039870 -0.413 0.072 0.323 0.093
H -0.879623 -1.289257 -1.092373 -0.573 -0.137 0.508 0.085
H 1.531928 -0.766936 -0.890892 0.019 0.090 -0.064 0.088
H 1.280471 -0.189845 0.742622 0.164 -0.503 0.139 0.074
H -0.502250 1.307952 0.025594 0.042 -0.241 -0.646 0.099
H 0.995305 1.885974 -0.088160 1.034 0.212 -0.925 0.103
H -0.693174 0.467949 -2.345981 0.023 0.047 0.473 0.109
H -0.556798 2.205294 -2.276173 0.033 0.074 0.379 0.110
H 1.685694 0.600895 -2.841060 0.025 -0.512 0.451 0.057
H 0.212146 -0.263531 2.479744 0.474 1.337 1.174 -0.011
H 1.050694 -0.448844 3.710264 0.177 0.123 0.324 0.014
O 0.675143 0.282140 3.210767 -0.113 -0.887 -0.884 -0.138
```
Positions in Å, forces in eV/Å.



DFT (ωB97M-V/def2-TZVPD) results for one molecule with the formula C5H13PS at a distorted geometry.

Results
Total charge   0
Maximum force   0.0692 hartree/bohr
M   136.20 g/mol
LUMO   0.832 eV
HOMO-LUMO gap   9.08 eV
Structure (SMILES)   CSPC(C)(C)C

Structure (XYZ):
```
20
Properties=species:S:1:pos:R:3:forces:R:3:lowdin_charge:R:1
C -3.033678 -0.878003 -0.513858 1.522 0.246 0.514 -0.437
S -2.444084 0.323314 0.806573 -0.372 -0.886 0.373 0.416
P -0.910381 1.143730 -0.348367 1.461 0.015 -0.766 0.633
C 0.778148 0.253290 0.043224 -2.635 -1.895 0.325 -0.849
C 0.921108 0.168203 1.609868 0.946 -1.722 -1.337 -0.122
C 0.863799 -1.136272 -0.620256 -1.273 -1.810 2.788 -0.129
C 1.808211 1.088096 -0.588310 2.186 1.230 -0.252 -0.174
H -3.466513 -0.241245 -1.240863 -0.504 0.245 -0.948 -0.004
H -3.715846 -1.669019 -0.212638 -0.029 0.347 0.576 0.034
H -2.115331 -1.348082 -0.894999 -0.520 0.089 -0.076 -0.002
H -0.465129 2.267165 0.430108 -0.763 -0.349 0.039 -0.062
H 0.854241 1.147587 1.957069 0.534 2.001 0.640 0.019
H 0.016138 -0.268408 2.189139 1.936 -0.372 -1.245 0.078
H 2.041835 -0.213916 1.715309 -2.569 0.284 0.740 0.119
H 0.852143 -1.209759 -1.672905 0.054 0.551 -1.277 0.052
H 0.024157 -1.835879 -0.270270 0.919 0.992 -0.298 0.087
H 1.764494 -1.660978 -0.249970 -0.100 0.335 -0.239 0.082
H 1.949619 1.005404 -1.723974 -0.084 -0.417 1.775 0.113
H 1.504860 2.110779 -0.447545 0.317 0.912 0.125 0.035
H 2.772200 0.953989 0.032669 -1.025 0.204 -1.456 0.113
```
Positions in Å, forces in eV/Å.



DFT (ωB97M-V/def2-TZVPD) results for a 2-piece molecular cluster, C5H13S2 overall.

Results
Total charge   -1
Maximum force   0.0101 hartree/bohr
M   137.29 g/mol
LUMO   3.377 eV
HOMO-LUMO gap   5.97 eV

Structure (XYZ):
```
20
Properties=species:S:1:pos:R:3:forces:R:3:lowdin_charge:R:1
C 2.073643 -0.584899 1.216602 -0.286 0.175 -0.086 -0.210
C 0.796862 -0.259125 1.979175 0.080 0.047 0.180 -0.598
S 0.531072 1.534594 2.195721 -0.090 -0.154 0.136 0.722
C -1.023199 1.807832 1.302828 0.225 0.142 0.114 -0.474
H 2.242079 -1.662387 1.245784 0.120 -0.024 -0.030 0.063
H 2.937984 -0.057180 1.625687 0.015 -0.078 0.086 0.051
H 1.930615 -0.288321 0.179483 0.075 -0.044 -0.087 0.026
H 0.822127 -0.705097 2.976922 -0.027 0.045 -0.006 0.049
H -0.065297 -0.662905 1.448967 0.016 0.021 -0.029 -0.012
H -0.844049 1.724755 0.235979 -0.146 -0.019 -0.070 -0.040
H -1.793351 1.091998 1.585166 0.096 -0.034 0.054 0.026
H -1.343347 2.811033 1.588856 -0.035 0.021 -0.093 0.010
C -0.190319 -1.687222 -3.604473 -0.145 0.020 -0.125 -0.255
C -1.197766 -0.856214 -2.820339 0.137 0.159 0.474 -0.807
S -0.743675 -0.691362 -1.050866 -0.083 -0.100 -0.283 0.277
H -0.002614 -2.628464 -3.087697 0.003 -0.043 0.011 0.039
H 0.757533 -1.150546 -3.672828 0.039 -0.041 0.029 0.047
H -0.540559 -1.909161 -4.622667 0.032 0.028 -0.012 0.045
H -2.202337 -1.282592 -2.895572 0.049 -0.079 -0.088 0.020
H -1.242376 0.154014 -3.235792 -0.076 -0.044 -0.176 0.020
```
Positions in Å, forces in eV/Å.



DFT (ωB97M-V/def2-TZVPD) results for a 2-piece molecular cluster, C5H14 overall at a distorted geometry.

Results
Total charge   -1
2S+1   2
Maximum force   0.0563 hartree/bohr
M   74.17 g/mol
LUMO (alpha / beta)   4.227 / 4.175 eV
HOMO-LUMO gap (alpha / beta)   2.72 / 11.46 eV

Structure (XYZ):
```
19
Properties=species:S:1:pos:R:3:forces:R:3:lowdin_charge:R:1
C 0.972198 1.801770 0.608419 1.045 1.519 -0.202 -0.279
C 0.061277 2.680205 1.568617 -1.535 -1.902 -0.811 -0.395
H 0.530550 0.860932 0.422294 -0.221 -1.121 0.341 -0.035
H 1.278876 2.122899 -0.437323 -1.047 0.572 1.062 0.050
H 2.013655 1.744546 1.058598 -1.311 -0.431 0.031 0.053
H 0.556085 3.593914 1.628257 0.762 1.785 0.840 -0.019
H -1.041056 2.929207 1.337838 1.674 -0.670 -0.543 0.029
H -0.080380 2.139191 2.541604 0.668 0.566 -0.612 0.020
C 0.126702 -1.683885 -0.557299 2.084 1.884 0.692 -0.427
C -1.129717 -2.158881 0.096690 -0.691 -1.575 1.371 -0.289
C -0.044988 -0.824369 -1.822885 -1.711 0.688 0.817 -0.219
H 0.592881 -0.923898 0.245104 -0.438 -2.093 -1.611 0.096
H 0.898015 -2.507294 -0.813187 -1.328 1.094 0.830 0.106
H -1.641980 -3.026814 -0.467999 0.473 1.507 0.799 0.072
H 0.817959 -1.047568 -2.417376 0.707 0.921 -0.612 0.030
H -0.893929 -1.192796 -2.410577 -0.016 0.022 0.032 0.044
H -0.320550 0.290722 -1.565264 0.999 -2.015 -0.686 0.078
H -0.804225 -2.545081 1.110975 -0.526 -0.074 -0.884 0.043
H -1.818731 -1.326995 0.405800 0.411 -0.676 -0.854 0.041
```
Positions in Å, forces in eV/Å.



DFT (ωB97M-V/def2-TZVPD) results for a 2-piece molecular cluster, C5H14 overall at a distorted geometry.

Results
Total charge   -1
2S+1   2
Maximum force   0.0361 hartree/bohr
M   74.17 g/mol
LUMO (alpha / beta)   4.326 / 4.371 eV
HOMO-LUMO gap (alpha / beta)   2.72 / 12.00 eV

Structure (XYZ):
```
19
Properties=species:S:1:pos:R:3:forces:R:3:lowdin_charge:R:1
C -1.831388 -0.673018 1.445174 -1.256 -0.179 1.354 -0.333
C -1.973195 0.843214 1.431550 -0.373 0.686 -0.123 -0.279
H -2.094501 -0.975284 2.467908 0.575 -0.200 0.125 0.029
H -2.599279 -1.249906 0.926816 0.198 0.327 -0.770 0.025
H -0.853757 -1.056953 1.193702 0.037 -0.140 -0.070 0.012
H -2.947422 1.220205 1.099510 0.081 -0.389 -0.610 0.039
H -1.975743 1.300776 2.424627 0.655 -0.291 0.206 0.035
H -1.186054 1.310321 0.837987 -0.120 0.078 -0.035 0.037
C 1.506203 -0.612292 -1.368234 0.527 0.105 -0.350 -0.372
C 1.765555 -0.396071 0.139877 0.309 0.215 -0.973 -0.286
C 0.877240 0.614703 -2.072693 0.601 0.126 0.577 -0.206
H 2.482260 -0.752709 -1.841872 -0.013 -0.212 -0.013 0.064
H 0.978438 -1.553679 -1.513455 -0.233 0.078 -0.076 0.066
H 1.818581 0.672003 0.347411 -0.183 0.065 0.206 0.033
H 1.663343 1.149984 -2.616226 -0.038 -0.049 -0.129 0.042
H 0.036817 0.486028 -2.751595 -0.103 -0.361 0.096 0.034
H 0.612534 1.290944 -1.270668 -0.581 0.358 -0.083 0.030
H 0.967603 -0.842438 0.712098 0.070 0.153 0.406 0.012
H 2.752761 -0.775831 0.408084 -0.152 -0.368 0.261 0.019
```
Positions in Å, forces in eV/Å.



DFT (ωB97M-V/def2-TZVPD) results for a 2-piece molecular cluster, C5H14 overall at a distorted geometry.

Results
Total charge   0
Maximum force   0.0370 hartree/bohr
M   74.17 g/mol
LUMO   1.068 eV
HOMO-LUMO gap   12.42 eV
Structure (SMILES)   CCC.CC

Structure (XYZ):
```
19
Properties=species:S:1:pos:R:3:forces:R:3:lowdin_charge:R:1
C 2.037470 -0.710771 -0.131996 0.741 -0.124 -0.189 -0.130
C 1.686671 0.772405 -0.159042 -0.949 -0.622 -0.376 -0.335
C 2.832861 1.666462 -0.533008 1.067 0.866 0.181 -0.139
H 2.778880 -1.013191 0.610991 -0.078 0.263 0.214 0.069
H 1.168610 -1.348635 -0.012532 -0.214 -0.007 0.063 0.055
H 2.496291 -0.957903 -1.092674 -0.080 -0.133 -0.071 0.071
H 0.933267 0.810769 -0.954376 -0.098 0.440 0.106 0.098
H 1.162609 1.075093 0.749695 0.261 0.079 0.108 0.099
H 3.731789 1.495850 0.072292 -0.098 -0.363 -0.070 0.073
H 3.123689 1.572716 -1.581439 -0.022 -0.288 0.030 0.072
H 2.675847 2.740201 -0.389625 -0.546 -0.115 0.006 0.067
C -2.864962 -1.531474 0.520392 -0.413 1.447 0.932 -0.154
C -3.532685 -0.129388 0.289812 1.753 -0.682 0.287 -0.156
H -3.371218 -2.261305 -0.096646 0.364 -0.425 0.030 0.055
H -1.791129 -1.455962 0.405931 0.173 -0.342 -0.750 0.039
H -2.951241 -1.765397 1.586263 -0.325 -0.367 -0.195 0.057
H -4.181084 0.078519 1.131453 -0.727 0.153 -0.457 0.054
H -2.754786 0.641093 0.322414 -0.094 -0.022 0.020 0.052
H -3.927921 -0.101341 -0.716945 -0.716 0.241 0.131 0.053
```
Positions in Å, forces in eV/Å.



DFT (ωB97M-V/def2-TZVPD) results for a 2-piece molecular cluster, C5H14 overall at a distorted geometry.

Results
Total charge   0
Maximum force   0.1089 hartree/bohr
M   74.17 g/mol
LUMO   1.126 eV
HOMO-LUMO gap   11.87 eV
Structure (SMILES)   CCC.CC

Structure (XYZ):
```
19
Properties=species:S:1:pos:R:3:forces:R:3:lowdin_charge:R:1
C -1.103569 0.164778 -0.911948 0.362 1.117 -5.476 -0.139
C -0.120710 -0.944717 -1.232620 0.966 -0.366 0.458 -0.354
C -0.484525 -2.414770 -0.952384 1.729 -0.358 -0.240 -0.117
H -0.647551 1.185630 -1.340499 -0.810 -1.971 2.022 0.109
H -1.422760 0.022312 0.067674 -0.870 0.786 1.657 0.042
H -1.923799 0.096394 -1.722978 0.485 -0.277 1.765 0.094
H 0.168984 -0.883921 -2.273921 0.358 0.254 -0.143 0.092
H 0.766456 -0.849741 -0.588802 0.017 0.755 -0.676 0.068
H 0.356367 -2.783702 -0.246667 -1.717 -0.103 -1.251 0.096
H -1.440860 -2.546187 -0.512224 -0.874 -0.138 0.670 0.043
H -0.499396 -2.972782 -1.918766 0.191 0.090 0.915 0.073
C 0.476507 2.097225 1.132285 1.317 -2.739 -2.949 -0.159
C 1.099946 0.881531 1.857017 1.293 0.180 -4.050 -0.127
H 0.783371 2.939899 1.601378 0.573 2.838 1.392 0.021
H 0.697900 2.198322 0.001264 0.423 -0.339 1.869 0.089
H -0.543200 1.974250 1.080619 -2.526 0.180 0.437 0.014
H 2.174465 1.101141 1.908513 -0.118 -0.525 0.173 0.069
H 0.942878 -0.062123 1.250247 0.217 0.996 0.978 0.060
H 0.719492 0.796469 2.801818 -1.013 -0.380 2.448 0.026
```
Positions in Å, forces in eV/Å.



DFT (ωB97M-V/def2-TZVPD) results for a 2-piece molecular cluster, C5H14 overall at a distorted geometry.

Results
Total charge   0
Maximum force   0.0361 hartree/bohr
M   74.17 g/mol
LUMO   1.150 eV
HOMO-LUMO gap   12.52 eV
Structure (SMILES)   CCC.CC

Structure (XYZ):
```
19
Properties=species:S:1:pos:R:3:forces:R:3:lowdin_charge:R:1
C -0.838495 2.714337 0.569123 0.404 -0.453 -0.139 -0.118
C 0.102399 1.508015 0.336527 -0.193 0.240 0.504 -0.309
C 0.515697 0.848454 1.666140 0.679 0.423 -1.112 -0.123
H -0.784386 3.050676 1.603038 0.115 0.170 0.025 0.062
H -1.876126 2.444812 0.381427 -0.050 0.092 -0.101 0.064
H -0.531363 3.521919 -0.091979 -0.324 0.204 0.048 0.062
H -0.391943 0.802350 -0.329966 0.074 -0.171 0.009 0.079
H 1.004053 1.851948 -0.172032 0.015 -0.072 -0.057 0.094
H 1.205252 1.533268 2.163049 -0.419 0.183 0.432 0.070
H -0.362452 0.620855 2.260667 0.146 -0.216 0.273 0.072
H 1.160880 -0.008148 1.467666 -0.440 -0.397 0.138 0.047
C -0.097958 -2.156916 -1.976455 1.065 -0.052 0.633 -0.158
C 0.289979 -2.432190 -0.517214 -0.814 -1.639 0.299 -0.176
H -0.862354 -2.881069 -2.228732 -0.433 0.258 -0.253 0.061
H -0.360334 -1.126840 -2.190802 -0.369 0.014 -0.025 0.049
H 0.764645 -2.415006 -2.593221 -0.015 0.189 -0.166 0.060
H 0.647401 -3.470261 -0.526585 0.534 0.211 0.128 0.061
H 0.990656 -1.825662 0.041228 0.249 0.395 -0.488 0.040
H -0.575550 -2.580542 0.138118 -0.222 0.621 -0.147 0.062
```
Positions in Å, forces in eV/Å.



DFT (ωB97M-V/def2-TZVPD) results for a 2-piece molecular cluster, C5H14 overall at a distorted geometry.

Results
Total charge   0
Maximum force   0.0360 hartree/bohr
M   74.17 g/mol
LUMO   1.140 eV
HOMO-LUMO gap   12.57 eV
Structure (SMILES)   CCC.CC

Structure (XYZ):
```
19
Properties=species:S:1:pos:R:3:forces:R:3:lowdin_charge:R:1
C -0.661854 -0.541715 -1.419937 -0.104 -0.216 0.159 -0.132
C 0.796093 -0.154078 -1.637062 -0.023 -0.771 0.650 -0.329
C 1.071676 0.200656 -3.079439 0.679 1.105 -0.036 -0.132
H -1.018059 -1.266495 -2.139885 0.133 -0.295 -0.389 0.066
H -1.315509 0.312077 -1.537644 -0.173 0.357 0.111 0.068
H -0.848811 -1.000846 -0.446830 0.116 0.213 0.083 0.054
H 1.056195 0.624411 -0.920534 -0.013 0.424 -0.261 0.096
H 1.430185 -0.986273 -1.307359 -0.021 -0.062 -0.280 0.099
H 1.047192 -0.667345 -3.735445 -0.246 0.082 -0.062 0.074
H 0.405984 0.998026 -3.407811 -0.593 -0.345 -0.220 0.070
H 2.029147 0.714260 -3.229126 0.248 -0.505 0.246 0.068
C -1.166372 0.505903 2.539623 1.202 0.929 1.054 -0.155
C 0.131525 -0.047903 3.169822 0.091 -0.816 -1.346 -0.168
H -1.335945 0.114546 1.544044 -0.544 -0.480 0.228 0.037
H -1.898400 0.359417 3.324163 -0.892 -0.283 -0.590 0.057
H -1.116779 1.592891 2.414370 0.194 -0.062 -0.028 0.060
H -0.068145 -1.030164 3.598113 -0.140 0.149 0.507 0.056
H 0.843542 -0.332553 2.384984 0.187 0.546 0.073 0.052
H 0.618337 0.605181 3.885961 -0.102 0.031 0.101 0.059
```
Positions in Å, forces in eV/Å.